{"formula": "C3Li2O3Sc", "method": "ωB97M-V with the def2-TZVPD basis set", "species": ["Sc", "O", "O", "O", "C", "C", "C", "Li", "Li"], "xyz": [[1.33804, -3.29458, -4.13411], [-1.83499, 1.39247, -0.26182], [-3.18124, -0.35509, 0.20796], [0.48925, -2.07520, -2.60242], [-0.44394, -1.51011, -1.96999], [-1.26028, -1.01954, -1.18881], [-2.26977, 0.25293, -0.33648], [-2.75054, -2.31323, 0.01630], [-0.18207, 1.53105, 0.72799]], "multiplicity": 1, "molar_mass_da": 142.87, "homo_lumo_gap_ev": [4.9033, 4.9147], "charge": 3, "e_homo_ev": [-20.64, -20.65], "lumo_energy_ev": [-15.737, -15.737]}

{"formula": "C30H50Br16N2O", "method": "ωB97M-V with the def2-TZVPD basis set", "species": ["Br", "Br", "Br", "Br", "Br", "Br", "Br", "Br", "Br", "Br", "Br", "Br", "Br", "Br", "Br", "Br", "O", "N", "N", "C", "C", "C", "C", "C", "C", "C", "C", "C", "C", "C", "C", "C", "C", "C", "C", "C", "C", "C", "C", "C", "C", "C", "C", "C", "C", "C", "C", "C", "C", "H", "H", "H", "H", "H", "H", "H", "H", "H", "H", "H", "H", "H", "H", "H", "H", "H", "H", "H", "H", "H", "H", "H", "H", "H", "H", "H", "H", "H", "H", "H", "H", "H", "H", "H", "H", "H", "H", "H", "H", "H", "H", "H", "H", "H", "H", "H", "H", "H", "H"], "xyz": [[-0.70838, -4.10252, 4.90228], [1.98572, -0.34419, -3.93107], [-8.98730, -0.88465, -0.30515], [-0.96315, -3.84720, -3.09873], [2.88193, -0.33378, 3.29892], [-3.49865, -1.04805, -2.31688], [-1.77723, 0.31424, 4.08258], [0.86448, 3.92598, -3.52584], [-4.86790, 0.27384, 1.47038], [0.33174, 3.46836, 4.09444], [-7.02941, 3.64630, -0.11574], [1.29042, 6.53945, 0.27870], [-2.87962, 4.72234, -1.92787], [-1.04459, -4.00953, 0.85773], [-6.62144, -2.36016, -3.39317], [3.50271, -4.13563, 1.72206], [2.80680, -2.66415, -1.41865], [5.66551, 1.66788, 1.79839], [0.60562, -0.74886, 0.58418], [1.45203, 0.17105, 0.09149], [-0.14032, -2.05081, -2.93004], [-1.35281, -1.59148, 3.82849], [5.12495, -2.26774, -1.70218], [0.52655, 5.67114, -1.29967], [-5.56664, 4.65339, -0.87885], [4.62371, -3.15418, -2.83368], [1.58730, -3.68166, 1.90512], [-0.32078, 1.47450, -0.76329], [-6.72023, -0.41804, 1.26057], [-4.97726, -3.40098, -2.99701], [3.85090, -1.74645, -1.03190], [5.19046, 2.42789, 2.77246], [1.21113, 1.98969, 3.14135], [-7.14770, -0.31262, -0.18348], [0.88112, -4.46349, 0.80268], [1.64091, 5.03726, -2.10098], [4.42426, 2.95623, 0.24226], [-0.71926, -2.14352, 5.08160], [-4.37870, 3.73368, -1.10986], [3.38379, -3.74107, -2.15844], [-4.26747, -2.79624, -1.81090], [4.33405, 3.50310, 2.57426], [5.28933, 1.92097, 0.53847], [0.89563, -1.98437, -4.02943], [1.05823, 1.27405, -0.64633], [3.95408, 3.76943, 1.26489], [1.92612, 1.14688, 4.15225], [-1.21305, 0.54597, -0.28222], [-0.69008, -0.57829, 0.33702], [-5.29053, 5.53425, -0.30853], [-3.41780, -3.43673, -1.57459], [3.63136, -0.72773, -1.35349], [5.36071, -3.91025, -3.09985], [-0.89541, -1.28781, -3.08845], [-4.87147, -2.67906, -0.91848], [1.77823, 1.95352, -1.07385], [1.49122, -2.61157, 1.75257], [3.96967, 4.06785, 3.42106], [-0.00920, 6.41292, -1.88616], [5.41205, 2.09210, 3.78059], [1.26230, -4.20328, -0.18016], [3.93535, -1.78323, 0.05459], [2.67587, 1.75545, 4.66311], [-1.36949, -1.36296, 0.64725], [-4.59814, 2.84463, -1.69031], [5.76851, -1.45063, -2.03853], [5.75209, -2.85352, -1.02653], [-5.93955, 5.00656, -1.83886], [0.31773, -1.87027, -1.95909], [5.63280, 1.21916, -0.20936], [1.83681, 2.43500, 2.37508], [4.37782, -2.55945, -3.71213], [2.66220, -4.07537, -2.90827], [-0.19352, 4.94656, -0.93593], [1.24836, -4.08747, 2.84977], [-6.53329, -0.94543, -0.81634], [2.49453, -0.00132, 0.33670], [1.53401, -2.86278, -4.03390], [-7.10494, 0.71626, -0.52607], [0.94814, -5.53303, 0.97007], [2.21796, 4.37154, -1.46749], [1.34653, 0.74334, 4.97738], [-2.29363, -2.06710, 3.57187], [-0.65036, 2.36473, -1.28990], [0.47883, -1.96257, -5.03403], [-0.68452, -1.69862, 2.97517], [3.21252, 4.54739, 1.12733], [-4.43865, -3.42587, -3.93700], [3.54486, -4.59134, -1.49100], [-3.99315, 3.42920, -0.13832], [-7.37350, 0.15598, 1.91580], [-1.29884, -1.89064, 5.96451], [4.10239, 3.07745, -0.78655], [2.25477, 5.76188, -2.62100], [0.42729, 1.44735, 2.61766], [-5.38131, -4.39550, -2.82259], [-6.78748, -1.43017, 1.65569], [0.31282, -1.84012, 5.22582], [-2.28046, 0.63674, -0.40645]], "smiles": "c1ccncc1.c1ccncc1.C1CCOC1.BrCCBr.BrCCBr.BrCCBr.BrCCBr.BrCCBr.BrCCBr.BrCCBr.BrCCBr", "multiplicity": 1, "molar_mass_da": 1733.21, "homo_lumo_gap_ev": 9.8126, "e_homo_ev": -9.64, "lumo_energy_ev": 0.168}

{"formula": "C12H17AlBrF12LiNO5PSi", "method": "ωB97M-V with the def2-TZVPD basis set", "species": ["Br", "P", "Si", "Al", "F", "F", "F", "F", "F", "F", "F", "F", "F", "F", "F", "F", "O", "O", "O", "O", "O", "N", "C", "C", "C", "C", "C", "C", "C", "C", "C", "C", "C", "C", "Li", "H", "H", "H", "H", "H", "H", "H", "H", "H", "H", "H", "H", "H", "H", "H", "H", "H"], "xyz": [[0.35735, 2.06997, 0.95643], [3.06763, 0.64789, -1.72670], [2.10629, 2.46661, 3.58560], [-0.53071, 2.60729, 5.35846], [-1.40720, 2.15212, -3.63793], [-3.45224, 1.16385, -4.94060], [-4.52502, -0.54426, -2.04585], [-2.96576, 0.93649, -2.11341], [1.52374, -0.10220, 2.90935], [0.47329, 2.01815, -4.71080], [0.70912, -0.65052, -4.11553], [-0.38692, 1.08069, 3.45069], [-1.08419, -0.19443, -5.25246], [3.89889, 0.93857, 5.29398], [1.03132, 0.31845, 5.06832], [-5.13948, 1.65385, -3.68183], [2.57308, 1.81514, -2.58574], [1.87097, -0.16686, -1.22173], [-2.71955, -0.99163, -3.23008], [3.97415, -0.25266, -2.56890], [3.85195, 1.19518, -0.52980], [-2.28501, -2.65282, -0.85884], [4.57365, 0.96811, 4.01401], [-3.59674, 0.02739, -2.85537], [-2.11492, -2.63196, 1.79581], [-0.49836, -0.03495, -4.02958], [-0.65570, -2.43492, 2.21625], [0.26180, -3.54482, 1.71591], [1.00011, 0.87364, 3.75240], [3.89105, 1.99867, 2.99992], [-0.25344, 1.44163, -3.72159], [-4.31018, 0.64364, -4.06182], [-1.31204, -0.80746, -2.97325], [-2.21660, -2.64370, 0.30421], [-6.71338, -0.15864, -5.00270], [1.28323, -3.37752, 2.06310], [-2.50593, -3.57447, 2.18782], [-1.12718, -0.43886, -1.96247], [2.29264, 3.01269, 4.96172], [-0.06719, -4.52187, 2.08368], [-4.90707, -0.11322, -4.58543], [0.30361, 1.56316, -2.78739], [-0.60268, -2.39417, 3.30832], [1.50785, 3.51800, 2.76359], [0.29231, -3.58032, 0.62463], [3.81697, 1.60869, 1.93880], [-2.73197, -1.82012, 2.18775], [4.55595, -0.05817, 3.54025], [4.45657, 2.99041, 3.01300], [5.63650, 1.27846, 4.23822], [-0.28879, -1.47538, 1.84003], [-0.91176, -1.82279, -2.97246]], "multiplicity": 1, "molar_mass_da": 656.13, "homo_lumo_gap_ev": 2.9084, "e_homo_ev": -6.50, "lumo_energy_ev": -3.593}

{"formula": "C37H37ClGeN2O3PPt", "method": "ωB97M-V with the def2-TZVPD basis set", "species": ["Pt", "Ge", "Cl", "P", "O", "O", "O", "N", "N", "C", "C", "C", "C", "C", "C", "C", "C", "C", "C", "C", "C", "C", "C", "C", "C", "C", "C", "C", "C", "C", "C", "C", "C", "C", "C", "C", "C", "C", "C", "C", "C", "C", "C", "C", "C", "C", "H", "H", "H", "H", "H", "H", "H", "H", "H", "H", "H", "H", "H", "H", "H", "H", "H", "H", "H", "H", "H", "H", "H", "H", "H", "H", "H", "H", "H", "H", "H", "H", "H", "H", "H", "H", "H"], "xyz": [[0.78351, 0.20813, 0.27570], [0.75281, -0.28936, 3.67082], [3.74281, 0.56495, 0.94984], [1.56202, -1.84973, -0.06799], [-0.61876, 1.72184, -2.31405], [-0.79540, 3.08630, 2.03499], [1.96220, 1.01910, -2.07596], [-0.38063, 2.09522, -0.03792], [-1.94379, 3.73159, 0.16439], [-0.42625, -0.51477, 5.23824], [2.03707, -3.33638, -3.86080], [-5.99686, 1.42986, -1.81489], [1.41802, -2.93217, -1.55394], [3.92342, -3.35960, 0.10815], [3.36326, -2.08979, 0.28741], [0.45908, -3.93616, -1.66227], [2.21976, -1.55847, 3.94866], [0.64031, -2.77768, 1.20269], [6.08193, -2.62838, 0.83766], [-2.11823, 3.27168, -1.18936], [-0.94360, 2.25386, -1.25569], [1.50914, 1.49401, 3.86087], [-1.00585, 2.96550, 0.84675], [4.23596, -1.08969, 0.72881], [-1.96162, 4.39747, -2.22168], [1.08437, -4.34713, -3.95430], [2.19326, -2.63029, -2.67877], [-3.60784, 1.42077, -2.15718], [-3.47778, 2.58356, -1.40514], [1.00724, -3.96723, 1.75553], [-4.62491, 3.16529, -0.87193], [-1.95241, 6.75696, -2.75081], [0.29356, -4.63810, -2.85275], [5.57350, -1.35500, 1.00508], [-0.20635, -0.53352, 1.98881], [-0.57544, -2.01888, 1.67185], [-1.79610, 6.46898, -4.09800], [-0.89704, -3.90880, 3.29465], [-5.87478, 2.59634, -1.07090], [-4.86018, 0.84773, -2.35461], [0.26086, -4.56189, 2.79827], [-1.30696, -2.72872, 2.76503], [-1.80997, 4.11342, -3.57759], [5.25346, -3.63937, 0.37752], [-1.72214, 5.14270, -4.50475], [-2.03266, 5.72586, -1.82066], [-1.59214, 4.90404, -5.55396], [-2.72297, 0.95603, -2.57208], [7.12457, -2.82407, 1.05566], [-2.19686, -2.24116, 3.14957], [-1.13315, 0.04983, 2.06639], [0.95632, -4.89501, -4.87988], [0.58496, -5.49987, 3.23171], [1.90752, -4.46655, 1.41476], [-4.55621, 4.08412, -0.29946], [-4.94034, -0.06654, -2.93060], [1.00430, 1.10387, -2.27126], [-2.12020, 5.96257, -0.76810], [-1.72794, 7.26986, -4.82454], [3.29079, -4.15012, -0.27874], [-6.75288, 3.06468, -0.64229], [0.11421, -0.24542, 6.15157], [-0.16185, -4.17357, -0.80628], [2.64871, -3.08677, -4.72028], [2.89425, -1.58874, 3.08790], [6.20479, -0.54518, 1.34630], [2.79250, -1.23906, 4.82500], [5.63794, -4.64113, 0.22649], [2.31300, 1.64288, 3.13686], [-2.00328, 7.78612, -2.41594], [-1.30125, 0.13565, 5.15293], [-1.45195, -4.35806, 4.11164], [-1.25748, -1.94303, 0.80618], [1.83911, -2.56693, 4.12456], [-2.66615, 4.16500, 0.70977], [-0.76592, -1.54972, 5.32457], [-0.45711, -5.41727, -2.91516], [-1.74447, 3.08206, -3.89594], [1.91688, 1.60905, 4.87039], [2.90819, -1.81528, -2.62456], [-6.96973, 0.97878, -1.96819], [0.75003, 2.25331, 3.67845], [2.21182, 1.89562, -1.76322]], "multiplicity": 3, "molar_mass_da": 891.83, "homo_lumo_gap_ev": [4.6276, 6.8450], "charge": -1, "e_homo_ev": [-2.00, -4.67], "lumo_energy_ev": [2.623, 2.180]}

Sequential E_tot output: -1114.598292; -42542.115330; -5551.363857; -4765.223239 a.u.